The following is a DFT calculation (the ωB97M-V functional and the def2-TZVPD basis) of a molecular structure, C13H29NO5PS3.

Computed properties:
gap between HOMO and LUMO: 0.315 Eh
total charge: -1

```
52
Properties=species:S:1:pos:R:3:nbo_charge:R:1
C -0.9686 -0.8263 -1.7865 -0.260
O -1.5189 -0.9044 -3.1180 -0.550
C -0.7885 0.0073 -3.9488 -0.058
C 0.7319 -0.3966 -4.1031 -0.445
C 1.7346 0.7192 -3.6267 -0.411
C 2.7109 0.2833 -2.4879 -0.401
C 2.2264 0.6025 -1.0344 -0.409
C 1.6268 2.0304 -0.8373 -0.403
C 1.2394 2.2064 0.6732 -0.410
C -0.2339 2.6815 0.9185 -0.389
C -0.9364 1.8901 2.0791 -0.433
C -2.4931 1.7938 1.8850 -0.392
C -2.9934 0.3222 1.7065 -0.419
C -2.4544 -0.6498 2.7977 -0.631
S -1.6228 -2.0668 1.9456 2.181
O -2.3377 -2.4259 0.6935 -0.947
O -1.6978 -3.2080 2.9257 -1.003
N -0.0562 -1.4744 1.7050 -1.184
S 1.0384 -2.7727 1.7215 1.932
O 0.4284 -3.9156 0.9708 -0.944
O 2.3216 -2.3123 1.1338 -0.911
P 1.2994 -3.3338 3.8149 0.568
S 3.0127 -2.6151 4.4630 -0.605
H -1.7313 -0.9905 -1.0034 0.221
H -0.5620 0.1989 -1.6162 0.148
H -0.1502 -1.5710 -1.7051 0.184
H -0.9196 1.0674 -3.6375 0.154
H -1.2770 -0.0781 -4.9466 0.175
H 0.9334 -1.3935 -3.6616 0.224
H 0.8789 -0.5322 -5.1994 0.198
H 2.3701 0.9640 -4.5104 0.196
H 1.1538 1.6354 -3.4108 0.199
H 2.7882 -0.8281 -2.5560 0.209
H 3.7512 0.6442 -2.6462 0.195
H 1.5609 -0.1938 -0.6375 0.235
H 3.1340 0.5548 -0.3849 0.207
H 0.6685 2.0738 -1.4093 0.184
H 2.2566 2.8461 -1.2446 0.195
H 1.3333 1.1948 1.1320 0.224
H 1.9538 2.8741 1.1998 0.196
H -0.2132 3.7697 1.1442 0.192
H -0.8553 2.5073 0.0132 0.189
H -0.7671 2.4176 3.0452 0.195
H -0.4537 0.8890 2.1259 0.242
H -3.0581 2.3375 2.6741 0.191
H -2.7434 2.3121 0.9285 0.197
H -2.7428 -0.0008 0.6818 0.237
H -4.1035 0.3591 1.7816 0.206
H -1.6661 -0.1998 3.4306 0.240
H -3.2371 -1.0581 3.4605 0.244
H 0.2150 -2.6910 4.4831 0.035
H 1.2141 -4.7439 3.9776 0.014
```

The following is a DFT calculation (the ωB97M-V functional and the def2-TZVPD basis) of a molecular structure, C11H8F12N3O4PPdS2.

Computed properties:
gap between HOMO and LUMO (alpha / beta): 0.307 / 0.275 Eh
<S²>: 3.787
2S+1: 4
total charge: +1

```
42
Properties=species:S:1:pos:R:3:nbo_charge:R:1
Pd 0.6642 0.2517 0.6075 1.334
F 4.9712 1.2337 -0.2084 -0.280
C 3.9918 0.3698 -0.3714 0.760
F 3.0072 0.9476 -1.0629 -0.310
F 4.4107 -0.7011 -1.0115 -0.274
S 3.3823 -0.1836 1.3012 2.187
O 2.4346 -1.2670 1.0831 -0.905
O 4.5246 -0.3634 2.1189 -0.842
N 2.5017 1.1650 1.6582 -1.208
S 1.6142 1.2553 3.0058 2.181
O 1.2097 2.6015 3.2162 -0.871
O 0.5476 0.2326 2.8740 -0.964
C 2.6257 0.7394 4.4863 0.782
F 2.8444 -0.5586 4.4505 -0.279
F 3.7586 1.4094 4.4685 -0.276
F 1.9145 1.0548 5.5525 -0.280
N -2.2506 0.3258 1.7530 -0.599
C -2.6543 1.1901 0.8447 0.288
C -3.9866 1.1267 0.3496 -0.140
C -4.5159 2.1745 -0.3670 -0.193
C -3.7485 3.3038 -0.6247 -0.049
C -2.3731 3.3582 -0.2588 -0.038
C -1.5498 4.4473 -0.6036 -0.084
C -0.2106 4.3879 -0.3238 -0.226
C 0.3071 3.2168 0.2354 0.118
N -0.4500 2.1816 0.5767 -0.491
C -1.7837 2.2689 0.3941 0.159
H -2.8337 -0.4600 2.0088 0.435
H -1.3743 0.4299 2.2589 0.446
H -4.5911 0.2662 0.6043 0.248
H -5.5423 2.1315 -0.7017 0.259
H -4.1789 4.1461 -1.1496 0.241
H -1.9804 5.3095 -1.0961 0.245
H 0.4576 5.1996 -0.5692 0.259
H 1.3727 3.1059 0.3938 0.242
F -0.9060 0.2682 -1.3445 -0.624
P -0.6553 -1.3620 -1.6500 2.610
F -2.2275 -1.5690 -1.6429 -0.566
F -0.5745 -1.0650 -3.1881 -0.550
F 0.9536 -1.0104 -1.4552 -0.593
F -0.3497 -2.8902 -1.7819 -0.544
F -0.6713 -1.5163 0.0540 -0.609
```

The following is a DFT calculation (the ωB97M-V functional and the def2-TZVPD basis) of a molecular structure, C3H5N3.

Computed properties:
gap between HOMO and LUMO: 0.307 Eh
energy relative to the best compared isomer or geometry (same formula, charge and spin): 653.74 kJ/mol
total charge: 0

```
11
Properties=species:S:1:pos:R:3:nbo_charge:R:1
C -0.5564 0.6268 -0.1389 -0.072
C 0.3520 2.0755 0.4731 0.414
C 0.8216 1.0389 -0.2290 -0.317
N 1.0437 -2.2454 -0.3297 -1.120
N -1.4220 1.5598 0.3667 -0.332
N -0.7509 2.5029 1.0163 -0.324
H -0.9172 -0.2919 -0.6015 0.240
H 1.7290 -2.6768 0.2454 0.362
H 0.9832 -2.7124 -1.1438 0.353
H -2.3109 1.2938 0.6579 0.401
H 1.0279 -1.1712 -0.3165 0.394
```

The following is a DFT calculation (the ωB97M-V functional and the def2-TZVPD basis) of a single C10H15N molecule.

Computed properties:
SMILES string: C=c1/c(=C\C)cc(C)n1CC
gap between HOMO and LUMO: 0.277 Eh
energy relative to the best compared isomer or geometry (same formula, charge and spin): 238.51 kJ/mol
total charge: 0

```
26
Properties=species:S:1:pos:R:3:nbo_charge:R:1
C 0.9353 1.7812 0.3358 -0.507
C 0.5906 0.5031 0.1792 0.196
C 1.4414 -0.7138 -0.0270 -0.069
C 2.7897 -0.8169 -0.0077 -0.143
C 3.8413 0.2454 0.0994 -0.660
C 0.5764 -1.8226 -0.1660 -0.330
C -0.6884 -1.4329 0.0737 0.237
C -1.8234 -2.3290 0.3804 -0.645
N -0.7263 -0.0784 0.1019 -0.416
C -1.8848 0.6247 0.4559 -0.199
C -2.4776 1.4171 -0.7456 -0.613
H 0.3524 2.5156 0.8840 0.200
H 1.8886 2.1133 0.2318 0.204
H 3.0483 -1.8105 0.0451 0.186
H 4.0121 0.4799 1.2048 0.223
H 3.7965 1.1198 -0.5337 0.221
H 4.6743 -0.3401 -0.2365 0.220
H 0.9251 -2.7862 -0.1948 0.206
H -2.7852 -2.1081 -0.0780 0.219
H -2.0356 -2.3418 1.4967 0.221
H -1.5218 -3.2742 0.1496 0.230
H -1.5101 1.3071 1.2936 0.195
H -2.6209 -0.0330 0.8423 0.200
H -2.8993 0.8582 -1.7064 0.211
H -3.2277 1.9426 -0.2980 0.200
H -1.8060 2.1942 -1.0369 0.215
```

The following is a DFT calculation (the ωB97M-V functional and the def2-TZVPD basis) of 2 unconnected molecules or ions with the total composition C4H9NO.

Computed properties:
gap between HOMO and LUMO (alpha / beta): 0.249 / 0.114 Eh
<S²>: 0.752
energy relative to the best compared isomer or geometry (same formula, charge and spin): 213.00 kJ/mol
2S+1: 2
total charge: +1

```
15
Properties=species:S:1:pos:R:3:nbo_charge:R:1
C 1.7625 1.9040 -0.2654 -0.734
C 0.9198 2.1961 0.8781 0.167
C -0.3378 1.6017 1.1430 -0.020
H 2.0266 2.8459 -0.7672 0.312
H 2.6836 1.3980 0.0370 0.327
H 1.2706 1.2778 -1.0042 0.252
H 1.2728 2.9693 1.5575 0.238
H -0.9808 1.9573 1.9362 0.242
H -0.6285 0.7761 0.4974 0.214
C -1.4231 -3.3840 -1.0046 0.530
N -1.1232 -2.3289 -0.1485 -0.845
O -2.3681 -4.1115 -0.8991 -0.538
H -0.6577 -3.5024 -1.7837 0.107
H -1.8844 -1.9617 0.4107 0.390
H -0.5324 -1.6376 -0.5871 0.358
```